[1]
Density functional theory data (ωB97M-V with the def2-TZVPD basis set) for a structure of composition C45H54N5O4S2TeTi in a non-equilibrium geometry.

## Properties
Total charge: +1
E_tot: -4235.66459 hartree
Frontier orbital gap: 0.23188 Eh

Geometry as XYZ:
```
112
Properties=species:S:1:pos:R:3:forces:R:3
Ti 0.7493 1.1791 -1.3494 -0.276 0.955 -2.026
C 9.0207 -0.5948 -2.8172 0.320 -0.270 -0.122
C 7.6392 0.0031 -2.7308 -0.184 -0.201 -0.302
C 7.4624 1.3846 -2.7504 0.271 0.112 -0.014
C 6.1829 1.9157 -2.6749 -0.287 -0.625 -0.137
C 5.0904 1.0354 -2.6603 -0.595 0.534 0.903
C 5.2163 -0.3521 -2.6249 0.642 0.487 -0.199
C 6.5150 -0.8482 -2.6805 0.288 -0.298 -0.015
S 3.5310 1.8345 -2.2378 0.270 -0.188 -0.360
O 2.3801 1.4612 -3.0947 -0.029 -0.219 0.027
O 3.8966 3.2306 -2.2944 -0.734 -0.310 0.716
N 2.9442 1.1955 -0.8853 0.084 0.481 -0.891
C 3.4612 1.1602 0.3907 0.761 -0.156 0.594
C 4.7799 0.9691 0.8664 -1.229 0.409 -0.677
C 5.0192 0.9214 2.2535 -0.512 0.179 0.343
C 3.9982 1.0567 3.1725 0.301 -0.030 -1.163
C 2.6717 1.2307 2.7068 -0.145 0.160 0.387
C 1.5914 1.4672 3.5903 -0.341 0.112 -0.046
C 0.3501 1.7485 3.0682 0.208 -0.145 0.493
C 0.1373 1.6586 1.6914 0.166 -0.352 -0.729
N 1.1073 1.3420 0.8254 -0.313 0.782 0.756
C 2.3949 1.2579 1.3210 0.158 -0.564 0.568
H 9.8000 0.1724 -2.9859 -0.459 -0.382 0.154
H 9.0734 -1.3194 -3.6516 -0.010 0.340 0.352
H 9.2660 -1.1566 -1.8988 -0.055 0.275 -0.318
H 8.3436 2.0432 -2.8263 -0.567 -0.359 0.145
H 5.9827 2.9757 -2.5927 0.205 -0.124 -0.167
H 4.3281 -0.9720 -2.5520 0.187 -0.062 -0.019
H 6.7154 -1.9272 -2.6949 -0.265 0.414 0.065
H 5.6159 0.9060 0.1716 -0.246 -0.028 0.072
H 6.0294 0.8204 2.6256 0.072 -0.068 -0.145
H 4.2253 1.0739 4.2185 -0.095 -0.033 0.419
H 1.7482 1.4561 4.6762 0.000 0.032 -0.490
H -0.4837 1.9833 3.7152 -0.037 -0.037 -0.039
H -0.8466 1.8452 1.2496 0.273 -0.249 0.133
C -2.9430 1.6552 -2.6663 0.153 0.104 -0.208
C -1.4945 1.4499 -2.2635 0.915 -0.336 0.606
O -0.5297 1.3347 -3.1401 -0.254 -0.051 1.065
N -1.1315 1.3574 -0.9772 1.309 0.044 -0.509
Te -2.8900 -0.6694 0.2152 -0.391 -0.065 0.729
C -4.6002 -1.8399 0.6512 -0.554 -0.064 0.078
C -5.8927 -1.2754 0.6529 0.804 0.240 0.157
C -6.1746 0.1064 0.1770 -0.763 1.511 -0.572
C -6.9662 -1.9995 1.1360 0.207 -0.866 0.049
C -6.7822 -3.3090 1.5795 -0.429 -0.001 0.087
C -7.9463 -4.1210 2.0601 -0.278 -0.453 0.388
C -5.5219 -3.8816 1.5489 0.367 0.243 -0.186
C -4.4318 -3.1708 1.0541 -0.512 0.400 0.026
C -3.1379 -3.8739 0.9594 1.424 -1.223 0.413
C -2.2437 -0.7327 2.2721 0.618 -0.095 0.421
C -2.9297 -0.0401 3.2915 0.022 -0.237 -0.964
C -4.0766 0.8574 3.0031 -1.339 0.502 -0.037
C -2.5467 -0.1591 4.6172 0.669 -0.419 0.209
C -1.4385 -0.9153 4.9871 0.168 0.085 -0.428
C -0.9203 -0.9854 6.3846 0.627 -0.559 0.395
C -0.7310 -1.5610 3.9815 -0.213 0.237 -0.176
C -1.0984 -1.4763 2.6441 -0.348 0.404 -0.228
C -0.1713 -2.1205 1.6601 0.306 -0.552 -0.356
H -3.0292 2.1664 -3.6476 0.137 -0.321 0.608
H -3.4280 2.2375 -1.8685 0.090 -0.210 -0.365
H -3.4676 0.6785 -2.7319 0.354 0.444 0.040
H -5.2966 0.6816 -0.1728 -0.357 -0.455 0.350
H -6.6866 0.7246 0.9628 0.440 -0.566 -0.613
H -6.8749 0.0801 -0.6930 0.382 -0.044 0.608
H -7.9549 -1.5513 1.1509 0.042 -0.066 -0.015
H -8.8736 -3.5335 1.9641 0.255 -0.432 0.142
H -7.7956 -4.4191 3.1221 -0.232 0.244 -0.604
H -8.0383 -5.0675 1.4838 -0.038 0.633 0.276
H -5.3480 -4.8955 1.9141 -0.252 0.172 -0.162
H -3.3376 -4.9576 1.0615 0.233 0.400 -0.161
H -2.4263 -3.6371 1.7920 -0.640 0.039 -0.628
H -2.5924 -3.7204 0.0013 -0.459 0.067 0.551
H -3.9796 1.4437 2.0709 0.102 -0.373 0.380
H -4.1925 1.5627 3.8431 -0.082 -0.188 -0.367
H -5.0369 0.2885 2.9242 0.690 0.340 0.004
H -3.1188 0.3643 5.3658 -0.051 0.137 0.198
H -1.5595 -0.4289 7.0503 -0.167 0.120 0.383
H 0.1111 -0.5724 6.4682 -0.653 -0.207 -0.136
H -0.8598 -2.0411 6.7319 -0.101 0.668 -0.147
H 0.1669 -2.1117 4.2300 0.049 -0.074 0.101
H 0.5549 -2.7180 2.2372 -0.187 0.086 -0.474
H 0.3996 -1.3842 1.0720 -0.172 -0.055 0.173
H -0.7031 -2.7705 0.9370 0.289 0.318 0.400
N 0.7783 7.6349 -2.0820 -0.072 -0.378 -0.017
C 0.7556 6.2652 -1.9401 -0.213 -1.207 -0.175
C 0.8834 5.3606 -3.0598 -0.205 0.155 0.443
C 0.8340 3.9788 -2.8928 0.832 0.710 1.573
N 0.8279 3.4258 -1.6362 -0.832 -0.431 -0.545
C 0.6372 4.2287 -0.5700 0.478 0.371 -1.088
C 0.5771 5.6066 -0.6828 0.093 0.712 -0.081
H 0.9125 8.0294 -3.0174 -0.199 -0.266 0.854
H 0.5095 8.2735 -1.3186 0.361 -0.844 -0.827
H 1.0316 5.7297 -4.0722 -0.175 0.111 0.204
H 0.9208 3.2700 -3.7164 -0.047 0.384 0.237
H 0.5867 3.7180 0.3853 -0.066 0.371 -0.077
H 0.4397 6.1991 0.2253 0.042 -0.168 -0.298
C 0.3374 -4.7815 -1.5623 -0.780 0.137 0.070
C 0.9626 -3.3965 -1.7812 0.927 0.030 -0.138
S -0.1263 -1.8929 -1.8184 1.275 -0.640 -0.211
O 1.0140 -0.7903 -1.6339 -1.424 -0.630 -0.547
C -0.7256 -1.9656 -3.5824 -0.823 0.005 0.681
C 0.2327 -1.5239 -4.6377 1.639 0.099 -0.620
H 1.1120 -5.5670 -1.6873 -0.403 0.604 0.093
H -0.4570 -4.9775 -2.3130 0.394 -0.020 0.489
H -0.0968 -4.8707 -0.5384 0.258 0.031 -0.799
H 1.5634 -3.3925 -2.7173 -0.403 0.216 0.536
H 1.6523 -3.1806 -0.9427 -0.356 0.144 -0.430
H -1.6325 -1.3436 -3.5460 0.321 -0.066 -0.012
H -1.0781 -3.0139 -3.7111 0.303 0.528 0.295
H 0.8531 -0.6754 -4.3054 -0.439 -0.095 -0.071
H -0.2337 -1.2380 -5.5935 -0.176 -0.098 0.561
H 0.9572 -2.3172 -4.8896 -0.311 0.136 0.132
```
Forces are in eV/Å.

Results of the Löwdin charge analysis, in e, for atoms 1 through 8: number 1, Ti, carries 1.12; number 2, C, carries -0.05; number 3, C, carries -0.26; number 4, C, carries -0.03; number 5, C, carries -0.05; number 6, C, carries -0.27; number 7, C, carries -0.05; number 8, C, carries -0.03



[2]
Density functional theory data (ωB97M-V with the def2-TZVPD basis set) for a structure of composition C38H34ClN4PdSSb in a non-equilibrium geometry.

## Properties
E_tot: -2913.73111 hartree
Relative energy (zero: lowest compared OMol25 entry of this formula, charge and spin): 3.333 eV
Frontier orbital gap (spin up / spin down): 0.17729 / 0.17737 Eh

Geometry as XYZ:
```
80
Properties=species:S:1:pos:R:3:forces:R:3
Pd 0.5655 -1.2788 0.6748 0.100 1.607 -1.384
N 0.7438 -2.7983 4.6022 0.183 0.183 2.207
C 0.5755 -1.4230 4.7801 0.107 0.459 -0.539
C 0.3101 -0.9051 3.5145 -0.016 -2.438 1.275
N 0.3072 -1.9834 2.6168 -0.320 -0.219 2.730
C 0.5651 -3.0811 3.3049 -0.272 0.594 -0.792
H 0.8805 -3.4830 5.3780 -0.122 1.026 -1.223
H 0.7205 -0.9222 5.7493 -0.183 -0.521 -0.658
H 0.0161 0.0828 3.1997 0.222 -0.065 0.125
H 0.6170 -4.1030 2.9283 -0.014 0.476 -0.052
Cl 5.7091 0.1235 -0.4753 1.223 0.256 -0.297
C 4.7035 -1.1291 0.0917 -0.601 -0.497 0.708
C 5.0682 -2.4904 0.2595 -0.373 0.877 -0.062
C 4.0552 -3.4199 0.5121 0.544 0.505 -0.326
C 2.7306 -2.9725 0.4281 1.710 0.790 1.147
N 2.4838 -1.6423 0.5820 0.942 -0.206 -2.235
C 3.4307 -0.6823 0.4028 0.408 -3.376 -0.105
H 6.1070 -2.7754 0.1385 -0.105 -0.040 0.116
H 4.3265 -4.4549 0.7303 -0.242 0.189 -0.447
H 1.9247 -3.6752 0.2632 -0.184 0.321 0.306
H 3.1950 0.3587 0.3584 -0.437 0.390 0.247
C -3.9389 3.8497 0.4890 1.284 -0.438 -0.307
C -3.3984 3.5287 -0.7686 -0.246 0.339 0.426
C -2.1472 2.9328 -0.8911 -0.092 0.208 0.667
C -1.3763 2.6348 0.2340 -0.413 -0.264 0.555
C -1.9038 2.9891 1.4973 0.151 -0.014 -0.080
C -3.1332 3.6483 1.6240 -0.083 -0.242 -0.185
Sb 0.4581 1.4354 0.1273 -0.757 0.079 0.821
C 1.2894 2.6005 1.7875 0.472 0.189 -0.173
C 2.1182 2.0133 2.7574 0.563 0.302 -0.030
C 2.8921 2.7951 3.6365 -0.806 0.758 -0.719
C 2.8586 4.2050 3.5128 -0.197 -1.282 0.007
C 1.9607 4.7789 2.6262 -0.446 0.104 -0.191
C 1.1569 3.9946 1.7852 0.659 -0.187 0.474
C 1.3388 2.4453 -1.5587 -0.308 0.235 0.185
C 0.8099 2.2719 -2.8555 -0.039 -0.066 0.201
C 1.4722 2.8530 -3.9387 0.734 -0.059 -0.419
C 2.7278 3.5143 -3.7751 -0.867 -0.386 0.311
C 3.1919 3.6838 -2.4811 0.575 0.802 0.575
C 2.4791 3.2143 -1.3646 0.104 0.225 -0.588
H -4.9519 4.2027 0.5218 -0.156 0.445 0.291
H -3.9397 3.8329 -1.6636 -0.040 -0.351 0.125
H -1.7700 2.7116 -1.8669 0.149 -0.048 -0.496
H -1.3525 2.7531 2.4266 -0.209 0.259 -0.674
H -3.4135 3.9967 2.6266 -0.228 -0.311 -0.498
H 2.2562 0.9299 2.8017 -0.237 0.214 -0.070
H 3.4608 2.2966 4.4038 0.350 0.053 0.021
H 3.5123 4.8506 4.0821 -0.034 -0.114 0.251
H 1.8731 5.8641 2.6294 -0.006 -0.163 -0.245
H 0.4476 4.4418 1.1044 0.048 0.255 -0.063
H -0.1494 1.6969 -2.9912 1.206 0.614 -0.028
H 1.0493 2.7327 -4.9396 0.153 0.096 0.274
H 3.3424 3.9367 -4.5878 -0.749 -0.414 0.234
H 4.1110 4.2871 -2.3124 -0.680 -0.572 -0.135
H 2.7699 3.5242 -0.3559 0.172 -0.386 -0.348
N -1.3938 -1.4934 0.3773 -2.100 -1.409 -0.901
S -2.1797 -2.8918 0.0018 0.182 1.538 0.532
C -1.2025 -3.6515 -1.2904 -0.251 -0.425 0.398
C -0.2017 -3.0033 -1.9728 -0.336 0.691 -0.399
C 0.1647 -3.5004 -3.2094 0.662 0.242 -0.269
C -0.2305 -4.7771 -3.6132 0.891 0.770 -0.399
C -1.0456 -5.4914 -2.7970 -0.849 -0.526 1.358
C -1.5783 -4.9323 -1.6304 -0.240 -0.292 -0.313
C -3.5960 -2.2971 -0.9592 -0.395 -0.996 -0.305
C -4.8937 -2.6748 -0.6094 -0.439 0.359 0.154
C -5.9663 -1.8611 -1.0326 0.135 -0.094 0.238
C -5.6965 -0.7488 -1.8651 -1.088 -0.836 0.629
C -4.4243 -0.5389 -2.3557 0.636 0.776 -0.957
C -3.3757 -1.3449 -1.9300 0.943 0.671 -0.120
H -2.0090 -0.7069 0.5390 -0.489 -0.369 -0.084
H 0.2316 -2.1171 -1.4985 -0.146 0.393 -0.346
H 0.7670 -2.8633 -3.8636 0.137 -0.427 0.282
H 0.2030 -5.2255 -4.4995 -0.246 0.120 -0.115
H -1.2968 -6.5068 -2.9913 -0.130 -0.646 -0.400
H -2.2836 -5.4964 -1.0117 0.155 0.228 -0.261
H -5.0475 -3.5870 -0.0133 -0.027 0.691 -0.031
H -6.9970 -2.0707 -0.6456 1.083 0.228 -0.621
H -6.5293 -0.0986 -2.1417 0.347 -0.133 0.023
H -4.2260 0.2963 -3.0786 -0.238 -0.955 0.773
H -2.3294 -1.2086 -2.2718 -0.791 0.209 0.226
```
Forces are in eV/Å.

Results of the Löwdin charge analysis, in e, for atoms 1 through 8: number 1, Pd, carries 0.34; number 2, N, carries 0.02; number 3, C, carries -0.09; number 4, C, carries -0.13; number 5, N, carries -0.09; number 6, C, carries -0.21; number 7, H, carries 0.17; number 8, H, carries 0.11